(1)
The following is a DFT calculation (the ωB97M-V functional and the def2-TZVPD basis) of the ion C5H9BrN with charge +1 at a distorted geometry.

Calculated values
gap between HOMO and LUMO: 9.86 eV
net charge: +1
ΔE to the lowest compared entry with this formula, charge and spin: 38.42 kcal/mol
SMILES: C[N@H+]1C[C@@H]1/C=C/Br
LUMO: -3.244 eV

Geometry (Å):
1 C 0.663 1.917 -0.217
2 N -0.481 0.918 -0.238
3 C -0.861 0.259 -1.507
4 C -0.085 -0.466 -0.436
5 C -0.247 -1.485 0.672
6 C 0.573 -2.154 1.547
7 Br -0.303 -3.190 2.800
8 H 0.690 2.312 0.875
9 H 1.581 1.326 -0.484
10 H 0.612 2.801 -1.009
11 H -1.221 1.195 0.404
12 H -0.440 0.541 -2.395
13 H -1.936 0.133 -1.681
14 H 1.028 -0.414 -0.696
15 H -1.283 -1.485 0.924
16 H 1.709 -2.210 1.442

***

(2)
The following is a DFT calculation (the ωB97M-V functional and the def2-TZVPD basis) of the molecule C3H2N2O2S at a distorted geometry.

Calculated values
gap between HOMO and LUMO: 8.21 eV
ΔE to the lowest compared entry with this formula, charge and spin: 77.03 kcal/mol
SMILES: O=C1N=CO/C1=N/S
LUMO: -1.258 eV

Geometry (Å):
1 O -0.540 1.949 -0.203
2 C 0.299 1.039 -0.031
3 N 1.782 1.026 0.091
4 C 1.985 -0.259 0.047
5 O 0.990 -1.061 -0.245
6 C -0.095 -0.344 -0.188
7 N -1.242 -0.919 -0.027
8 S -2.686 0.188 -0.038
9 H 3.040 -0.716 0.153
10 H -3.534 -0.901 0.442

***

(3)
The following is a DFT calculation (the ωB97M-V functional and the def2-TZVPD basis) of a structure of composition C3H3NO3 at a distorted geometry.

Calculated values
gap between HOMO and LUMO (spin up / spin down): 9.00 / 8.36 eV
ΔE to the lowest compared entry with this formula, charge and spin: 144.91 kcal/mol
LUMO (spin up / spin down): 0.161 / 0.211 eV

Geometry (Å):
1 C -3.575 -0.425 0.068
2 C -1.408 0.274 0.058
3 C 0.060 0.080 0.027
4 N -3.251 1.481 -0.360
5 O -4.659 -0.885 0.190
6 O -2.355 -0.664 0.372
7 O -1.936 1.384 -0.336
8 H 0.678 0.833 0.476
9 H 0.521 -0.124 -1.038
10 H 0.426 -0.876 0.433

***

(4)
The following is a DFT calculation (the ωB97M-V functional and the def2-TZVPD basis) of a cluster of 2 separate species, C20H25NO4S in total at a distorted geometry.

Calculated values
gap between HOMO and LUMO: 8.21 eV
ΔE to the lowest compared entry with this formula, charge and spin: 73.13 kcal/mol
SMILES: Cc1cc(C[C@@H](C)O)c2c(c1)Nc1ccccc1S2.CCOC(=O)OC
LUMO: 0.723 eV

Geometry (Å):
1 C 5.321 4.748 2.177
2 C 4.445 3.620 1.526
3 C 5.035 2.926 0.350
4 C 4.236 1.851 -0.229
5 C 4.791 1.014 -1.453
6 C 5.384 -0.343 -0.823
7 C 4.652 -1.647 -1.344
8 O 6.805 -0.437 -1.054
9 C 2.914 1.450 0.288
10 C 2.329 2.133 1.437
11 C 3.136 3.227 2.033
12 N 1.074 1.830 2.071
13 C 0.054 1.346 1.178
14 C -1.348 1.680 1.525
15 C -2.472 1.204 0.711
16 C -2.240 0.369 -0.483
17 C -0.851 0.047 -0.857
18 C 0.255 0.531 -0.011
19 S 1.958 0.093 -0.471
20 H 5.712 5.481 1.423
21 H 4.701 5.257 2.960
22 H 6.190 4.278 2.709
23 H 6.041 3.196 -0.059
24 H 5.635 1.597 -1.919
25 H 3.960 0.825 -2.177
26 H 5.253 -0.328 0.296
27 H 4.030 -1.450 -2.265
28 H 3.912 -1.948 -0.550
29 H 5.382 -2.481 -1.549
30 H 6.997 -0.199 -1.978
31 H 2.745 3.796 2.918
32 H 0.732 2.626 2.618
33 H -1.573 2.298 2.426
34 H -3.511 1.476 1.027
35 H -3.057 -0.036 -1.119
36 H -0.651 -0.560 -1.777
37 C -8.637 -3.793 -1.573
38 C -7.266 -3.866 -2.216
39 O -6.382 -2.887 -1.655
40 C -5.849 -3.206 -0.469
41 O -6.038 -4.227 0.143
42 O -5.083 -2.183 -0.070
43 C -4.513 -2.356 1.229
44 H -9.032 -2.777 -1.625
45 H -9.332 -4.471 -2.071
46 H -8.590 -4.064 -0.517
47 H -7.349 -3.634 -3.279
48 H -6.836 -4.866 -2.136
49 H -3.979 -3.303 1.305
50 H -5.291 -2.291 1.990
51 H -3.801 -1.546 1.389

***

(5)
The following is a DFT calculation (the ωB97M-V functional and the def2-TZVPD basis) of a cluster of 2 separate species, C2Cl4N2O4 in total at a distorted geometry.

Calculated values
gap between HOMO and LUMO: 8.90 eV
ΔE to the lowest compared entry with this formula, charge and spin: 24.37 kcal/mol
LUMO: -1.819 eV

Geometry (Å):
1 C 0.280 -0.148 0.491
2 C -1.746 -0.161 -0.275
3 N 0.866 -0.906 -0.539
4 N 0.379 1.355 0.624
5 O 0.956 -0.373 -1.638
6 O 0.550 1.643 1.750
7 O 1.192 -2.009 -0.241
8 O 0.375 1.954 -0.385
9 Cl 0.210 -1.061 2.045
10 Cl -2.229 -1.534 0.602
11 Cl -1.674 -0.401 -1.948
12 Cl -2.549 1.256 0.337

***

(6)
The following is a DFT calculation (the ωB97M-V functional and the def2-TZVPD basis) of the molecule C5H4INO3 at a distorted geometry.

Calculated values
gap between HOMO and LUMO (spin up / spin down): 7.32 / 7.33 eV
ΔE to the lowest compared entry with this formula, charge and spin: 17.43 kcal/mol
SMILES: O=C=C/C=C(O)\N=C(\O)I
LUMO (spin up / spin down): -0.013 / -0.013 eV

Geometry (Å):
1 O -1.063 -2.423 -0.080
2 C -1.513 -1.367 0.121
3 C -2.082 -0.205 0.236
4 C -1.411 1.083 0.067
5 C -0.026 1.055 -0.075
6 O 0.654 2.214 -0.137
7 N 0.571 -0.135 -0.285
8 C 1.752 -0.561 -0.094
9 O 1.964 -1.873 -0.076
10 I 3.450 0.611 0.017
11 H -3.101 -0.250 0.427
12 H -2.008 1.998 0.246
13 H 1.630 2.097 0.142
14 H 1.184 -2.245 -0.509

***

(7)
The following is a DFT calculation (the ωB97M-V functional and the def2-TZVPD basis) of a structure of composition C20H33CeCl2N2O4 at a distorted geometry.

Calculated values
gap between HOMO and LUMO (spin up / spin down): 6.95 / 6.96 eV
multiplicity: 2
LUMO (spin up / spin down): -0.004 / 0.008 eV

Geometry (Å):
1 O 0.580 -0.136 -1.853
2 C -0.603 0.319 -2.177
3 C -0.476 1.690 -2.840
4 C 0.233 2.697 -2.189
5 H 0.566 2.536 -1.159
6 C 0.509 3.906 -2.840
7 H 1.085 4.680 -2.322
8 C 0.036 4.114 -4.143
9 H 0.263 5.037 -4.685
10 C -0.729 3.115 -4.768
11 H -1.125 3.269 -5.770
12 C -0.987 1.903 -4.115
13 H -1.582 1.115 -4.594
14 H -1.000 -0.357 -2.960
15 C -2.581 -1.047 -0.905
16 C -1.819 0.274 -0.942
17 H -3.566 -0.910 -1.390
18 H -2.783 -1.385 0.139
19 H -2.030 -1.816 -1.465
20 C -2.422 1.419 -0.486
21 C -3.887 1.589 -0.239
22 H -1.827 2.338 -0.411
23 H -4.420 2.056 -1.080
24 H -4.071 2.238 0.620
25 H -4.397 0.645 -0.026
26 Ce -0.800 0.055 1.288
27 Cl 0.051 2.522 1.326
28 Cl -3.017 0.008 2.525
29 H 4.807 1.323 -1.699
30 H 4.991 1.755 0.715
31 C 3.718 1.413 -1.603
32 C 3.902 1.693 0.863
33 N 3.312 0.994 -0.270
34 H 3.222 0.771 -2.334
35 C 2.482 -0.038 -0.083
36 O 1.759 -0.206 0.916
37 H 3.675 1.135 1.779
38 H 2.496 -0.758 -0.921
39 H 3.434 2.460 -1.777
40 H 3.508 2.719 0.934
41 H -0.508 -5.615 1.626
42 H 1.348 -5.857 -0.344
43 C -1.012 -5.011 0.854
44 C 0.730 -5.138 -0.899
45 N -0.033 -4.319 0.023
46 H -1.711 -4.313 1.324
47 C 0.229 -3.018 0.131
48 O -0.396 -2.245 0.924
49 H 1.370 -4.491 -1.502
50 H 1.010 -2.640 -0.530
51 H -1.563 -5.711 0.213
52 H 0.043 -5.692 -1.550
53 C 0.683 1.002 5.111
54 C 0.026 -0.189 4.514
55 C -0.713 -1.168 5.351
56 O 0.144 -0.403 3.283
57 H 0.717 0.918 6.199
58 H 0.136 1.923 4.849
59 H 1.707 1.096 4.720
60 H -1.793 -1.091 5.153
61 H -0.395 -2.187 5.083
62 H -0.524 -0.982 6.412

***

(8)
The following is a DFT calculation (the ωB97M-V functional and the def2-TZVPD basis) of a structure of composition C3H4O4Rb at a distorted geometry.

Calculated values
gap between HOMO and LUMO (spin up / spin down): 7.86 / 7.80 eV
multiplicity: 2
ΔE to the lowest compared entry with this formula, charge and spin: 1.05 kcal/mol
LUMO (spin up / spin down): -1.133 / -1.121 eV

Geometry (Å):
1 O 6.027 -5.007 4.954
2 C 6.508 -3.975 4.546
3 H 5.798 -3.036 4.376
4 H 8.369 -3.028 4.937
5 C 7.961 -3.787 4.252
6 H 8.516 -4.728 4.346
7 H 8.067 -3.384 3.233
8 O 1.671 -1.478 3.940
9 O 3.845 -1.301 4.158
10 O 2.592 0.463 4.453
11 C 2.668 -0.763 4.197
12 Rb -0.503 0.779 4.073

***

Number 1: calculated total energy -76853.6487 eV. Number 2: calculated total energy -21051.3934 eV. Number 3: calculated total energy -10786.4169 eV. Number 4: calculated total energy -41658.9510 eV. Number 5: calculated total energy -63324.5651 eV. Number 6: calculated total energy -20980.6089 eV. Number 7: calculated total energy -70421.7270 eV. Number 8: calculated total energy -12019.7298 eV.